Version i
CH4IN2 as an isolated structure. Source: OMol25; level of theory: the ωB97M-V functional and the def2-TZVPD basis.

Computed properties:
Gap between HOMO and LUMO = 10.637 eV
HOMO = -14.98 eV
LUMO = -0.160 hartree

ORCA input file:
```
! RIJCOSX wB97M-V def2-TZVPD def2/J DEFGRID3
* xyz 1 1
C 0.03 -0.18 0.28
N 1.07 -0.38 -0.46
N -0.94 0.64 -0.05
I -0.51 -1.27 1.96
H 0.95 0.21 -1.26
H 1.66 -1.19 -0.50
H -0.73 1.30 -0.73
H -1.52 0.89 0.75
*
```



Version ii
A 2-piece molecular cluster, CH4IN2 overall. Source: OMol25; level of theory: the ωB97M-V functional and the def2-TZVPD basis.

Computed properties:
Gap between HOMO and LUMO = 8.017 eV
HOMO = -14.02 eV
LUMO = -0.221 hartree

ORCA input file:
```
! RIJCOSX wB97M-V def2-TZVPD def2/J DEFGRID3
* xyz 1 1
C -0.10 -1.19 -0.66
N 0.83 -1.93 -0.97
N -0.24 1.31 0.67
I -1.95 -0.96 -0.49
H -0.58 2.32 1.23
H 1.63 -2.40 -1.24
H 0.01 1.10 1.63
H 0.39 1.76 -0.16
*
```



Version iii
A 2-piece molecular cluster, CH4IN2 overall. Source: OMol25; level of theory: the ωB97M-V functional and the def2-TZVPD basis.

Computed properties:
Gap between HOMO and LUMO (alpha / beta) = 7.583 / 6.789 eV
HOMO (alpha / beta) = -14.17 / -14.10 eV
LUMO (alpha / beta) = -0.242 / -0.269 hartree

ORCA input file:
```
! RIJCOSX wB97M-V def2-TZVPD def2/J DEFGRID3
* xyz 1 1
C -0.44 0.23 -0.03
N -0.15 0.36 1.26
N 0.17 -0.40 -0.98
I -0.18 -0.83 -2.87
H -1.36 0.68 -0.19
H -0.77 0.57 2.00
H 0.72 -0.10 1.56
H 2.02 -0.51 -0.77
*
```



Stability check: which of them is most stable? version i.



Version i
A 2-piece molecular cluster, CH4IN2 overall. Source: OMol25; level of theory: the ωB97M-V functional and the def2-TZVPD basis.

Computed properties:
Gap between HOMO and LUMO = 7.851 eV
HOMO = -12.72 eV
LUMO = -0.179 hartree

ORCA input file:
```
! RIJCOSX wB97M-V def2-TZVPD def2/J DEFGRID3
* xyz 1 1
C -1.53 -1.25 -0.19
N -0.50 -1.99 -0.20
N -2.39 -0.54 0.13
I 4.23 0.26 0.03
H -0.46 -2.88 -0.60
H 0.47 -1.63 -0.28
H 5.21 -0.87 -0.11
H -3.19 0.13 0.03
*
```



Version ii
A 2-piece molecular cluster, CH4IN2 overall. Source: OMol25; level of theory: the ωB97M-V functional and the def2-TZVPD basis.

Computed properties:
Gap between HOMO and LUMO = 8.960 eV
HOMO = -14.51 eV
LUMO = -0.204 hartree

ORCA input file:
```
! RIJCOSX wB97M-V def2-TZVPD def2/J DEFGRID3
* xyz 1 1
C -0.12 0.15 -0.47
N 0.16 0.91 0.55
N -0.28 -1.11 -0.53
I 1.06 0.08 2.30
H -0.38 1.24 -1.47
H 0.04 1.86 0.72
H -0.54 -1.61 -1.42
H 0.07 -1.52 0.32
*
```



Stability check: which of them is most stable? version i.



Version i
An isolated molecule of CBr2N2O. Source: OMol25; level of theory: the ωB97M-V functional and the def2-TZVPD basis.

Computed properties:
SMILES = O=NN=C(Br)Br
Gap between HOMO and LUMO (alpha / beta) = 7.774 / 7.776 eV
HOMO (alpha / beta) = -9.19 / -9.19 eV
LUMO (alpha / beta) = -0.052 / -0.052 hartree

ORCA input file:
```
! RIJCOSX wB97M-V def2-TZVPD def2/J DEFGRID3
* xyz 0 1
C 0.73 -0.52 0.14
N -0.52 -0.22 0.14
N -1.40 0.52 -0.35
O -2.40 1.04 0.07
Br 2.00 1.23 -0.03
Br 1.60 -2.04 0.03
*
```



Version ii
CBr2N2O as an isolated structure. Source: OMol25; level of theory: the ωB97M-V functional and the def2-TZVPD basis.

Computed properties:
Gap between HOMO and LUMO (alpha / beta) = 8.071 / 8.069 eV
HOMO (alpha / beta) = -9.07 / -9.07 eV
LUMO (alpha / beta) = -0.037 / -0.037 hartree

ORCA input file:
```
! RIJCOSX wB97M-V def2-TZVPD def2/J DEFGRID3
* xyz 0 1
C -1.42 0.04 0.01
N -0.12 0.10 0.16
N 0.96 -0.07 -0.41
O 2.07 0.05 0.06
Br -2.47 -1.56 0.03
Br -2.42 1.59 0.04
*
```



Stability check: which of them is most stable? version ii.



Version i
An isolated ion of composition C4H9N2O2 and charge +1. Source: OMol25; level of theory: the ωB97M-V functional and the def2-TZVPD basis.

Computed properties:
SMILES = NC(=O)[C@H]([NH3+])CC=O
Gap between HOMO and LUMO = 11.083 eV
HOMO = -14.54 eV
LUMO = -0.127 hartree

ORCA input file:
```
! RIJCOSX wB97M-V def2-TZVPD def2/J DEFGRID3
* xyz 1 1
N -1.19 0.17 0.83
C 0.11 -0.16 0.23
C 0.86 1.01 -0.41
C 0.77 2.37 0.16
O -0.15 2.75 0.83
C -0.25 -1.30 -0.75
N 0.10 -2.55 -0.33
O -1.09 -1.10 -1.61
H -1.25 1.11 1.39
H -1.95 0.27 0.10
H -1.62 -0.48 1.50
H 0.76 -0.72 0.94
H 1.91 0.68 -0.66
H 0.50 0.99 -1.47
H 1.66 3.01 0.00
H 0.01 -3.27 -1.06
H 0.83 -2.80 0.31
*
```



Version ii
A 2-piece molecular cluster, C4H9N2O2 overall. Source: OMol25; level of theory: the ωB97M-V functional and the def2-TZVPD basis.

Computed properties:
Gap between HOMO and LUMO (alpha / beta) = 8.283 / 8.828 eV
HOMO (alpha / beta) = -13.70 / -13.92 eV
LUMO (alpha / beta) = -0.199 / -0.187 hartree

ORCA input file:
```
! RIJCOSX wB97M-V def2-TZVPD def2/J DEFGRID3
* xyz 1 1
C -0.33 0.43 0.16
C -0.53 1.81 -0.07
C -2.90 -1.38 0.26
C 1.92 -0.10 -0.10
N -2.56 -0.22 -0.07
N 0.58 -0.45 0.07
O -2.98 0.86 -0.41
O 0.30 -1.85 0.23
H -1.56 1.96 -0.54
H -0.92 2.41 0.79
H 0.23 2.19 -0.73
H -3.99 -1.28 0.31
H 0.73 -2.42 -0.58
H -2.16 -2.07 0.58
H 2.19 -0.23 -1.16
H 2.61 -0.75 0.52
H 2.13 0.87 0.34
*
```



Stability check: which of them is most stable? version i.



Version i
A 3-piece molecular cluster, CH8NO2 overall. Source: OMol25; level of theory: the ωB97M-V functional and the def2-TZVPD basis.

Computed properties:
Gap between HOMO and LUMO = 10.567 eV
HOMO = -15.99 eV
LUMO = -0.199 hartree

ORCA input file:
```
! RIJCOSX wB97M-V def2-TZVPD def2/J DEFGRID3
* xyz 1 1
C -0.06 1.09 -1.57
N 0.21 0.28 -0.63
H -1.02 1.09 -2.01
H 0.38 2.05 -1.57
H 0.42 0.63 0.30
H -0.10 -0.75 -0.54
H 0.87 1.85 2.42
H -0.67 1.44 2.17
O 0.22 1.39 1.80
H -0.59 -3.03 0.47
H 0.39 -3.38 -0.67
O -0.06 -2.64 -0.17
*
```



Version ii
A 3-piece molecular cluster, CH8NO2 overall. Source: OMol25; level of theory: the ωB97M-V functional and the def2-TZVPD basis.

Computed properties:
Gap between HOMO and LUMO = 10.329 eV
HOMO = -15.62 eV
LUMO = -0.194 hartree

ORCA input file:
```
! RIJCOSX wB97M-V def2-TZVPD def2/J DEFGRID3
* xyz 1 1
C -0.22 -0.63 0.12
N 0.10 0.15 1.09
H 0.65 -1.17 -0.28
H -1.22 -0.53 -0.28
H -0.66 0.62 1.56
H 0.97 0.66 1.18
H -1.30 3.04 0.47
H -2.46 2.44 1.23
O -1.64 2.20 0.76
H 2.35 -1.89 -2.49
H 1.69 -2.93 -1.64
O 1.76 -1.96 -1.73
*
```



Stability check: which of them is most stable? version ii.



Version i
An isolated ion of composition C4H13N2S2 and charge +1. Source: OMol25; level of theory: the ωB97M-V functional and the def2-TZVPD basis.

Computed properties:
SMILES = NCCSSCC[NH3+]
Gap between HOMO and LUMO = 8.306 eV
HOMO = -11.77 eV
LUMO = -0.127 hartree

ORCA input file:
```
! RIJCOSX wB97M-V def2-TZVPD def2/J DEFGRID3
* xyz 1 1
N -0.99 -2.68 -1.15
C -1.45 -1.34 -1.56
C -1.62 -0.34 -0.43
S -0.75 -0.82 1.10
S 0.78 0.43 1.58
C 1.95 0.93 0.32
C 1.54 2.20 -0.42
N 0.29 2.07 -1.16
H -0.96 -3.33 -1.92
H -1.64 -3.12 -0.50
H -0.09 -2.61 -0.64
H -2.38 -1.38 -2.14
H -0.85 -0.96 -2.38
H -2.66 -0.10 -0.19
H -1.21 0.61 -0.73
H 2.34 0.25 -0.43
H 2.83 1.11 0.93
H 1.40 3.03 0.26
H 2.40 2.52 -1.01
H -0.43 2.65 -0.76
H 0.39 2.42 -2.10
*
```



Version ii
An isolated ion of composition C4H13N2S2 and charge +1. Source: OMol25; level of theory: the ωB97M-V functional and the def2-TZVPD basis.

Computed properties:
SMILES = CNC[C@H]([NH3+])CSS
Gap between HOMO and LUMO = 9.769 eV
HOMO = -13.02 eV
LUMO = -0.119 hartree

ORCA input file:
```
! RIJCOSX wB97M-V def2-TZVPD def2/J DEFGRID3
* xyz 1 1
S 3.74 -0.37 2.08
S 3.17 -0.58 0.12
C 1.40 -0.98 0.12
C 0.51 0.20 0.44
C -0.98 -0.16 0.67
N -1.84 0.46 -0.32
C -2.42 -0.48 -1.30
N 0.59 1.29 -0.59
H 3.43 0.93 2.28
H 1.30 -1.41 -0.86
H 1.18 -1.74 0.88
H 0.93 0.64 1.33
H -1.27 0.05 1.70
H -1.04 -1.25 0.60
H -2.65 0.88 0.12
H -1.65 -0.83 -1.99
H -2.95 -1.32 -0.84
H -3.12 0.07 -1.92
H 1.54 1.63 -0.76
H -0.06 2.02 -0.30
H 0.18 0.95 -1.46
*
```



Version iii
A 2-piece molecular cluster, C4H13N2S2 overall. Source: OMol25; level of theory: the ωB97M-V functional and the def2-TZVPD basis.

Computed properties:
Gap between HOMO and LUMO = 9.536 eV
HOMO = -12.65 eV
LUMO = -0.114 hartree

ORCA input file:
```
! RIJCOSX wB97M-V def2-TZVPD def2/J DEFGRID3
* xyz 1 1
C 1.74 0.16 -1.83
S 1.93 -0.11 -0.04
S 0.34 -1.32 0.41
C 0.86 -3.01 0.02
H 2.05 -0.73 -2.36
H 0.72 0.43 -2.07
H 2.40 0.99 -2.07
H 1.21 -3.53 0.91
H 0.03 -3.54 -0.42
H 1.66 -2.95 -0.70
C -3.25 0.84 -0.60
N -1.92 1.03 -0.01
C -1.64 1.99 0.82
N -0.47 2.13 1.40
H -4.02 0.90 0.16
H -3.28 -0.14 -1.06
H -3.42 1.59 -1.36
H -1.28 0.23 0.00
H -2.39 2.74 1.03
H 0.27 1.45 1.23
H -0.24 2.91 1.97
*
```



Version iv
A 3-piece molecular cluster, C4H13N2S2 overall. Source: OMol25; level of theory: the ωB97M-V functional and the def2-TZVPD basis.

Computed properties:
Gap between HOMO and LUMO = 2.724 eV
HOMO = -11.51 eV
LUMO = -0.323 hartree

ORCA input file:
```
! RIJCOSX wB97M-V def2-TZVPD def2/J DEFGRID3
* xyz 1 1
C -3.11 -2.39 -0.33
S -1.87 -1.62 -1.47
S 2.37 0.59 1.11
C 3.10 1.02 2.71
H -2.66 -3.00 0.44
H -3.73 -1.60 0.15
H -3.73 -3.07 -0.93
H 3.04 2.11 2.73
H 2.34 0.70 3.51
H 4.11 0.76 2.99
C -0.98 1.54 -0.26
N 0.27 1.16 -0.83
C 0.29 0.30 -1.79
N 1.27 -0.66 -1.93
H -0.87 2.53 0.18
H -1.21 0.89 0.58
H -1.83 1.54 -1.00
H 1.00 1.20 -0.06
H -0.45 0.36 -2.61
H 1.77 -0.79 -1.01
H 0.87 -1.57 -2.21
*
```



Stability check: which of them is most stable? version iii.



Version i
A 2-piece molecular cluster, C7H8F3NO overall. Source: OMol25; level of theory: the ωB97M-V functional and the def2-TZVPD basis.

Computed properties:
SMILES = COc1ccccn1.FC(F)F
Gap between HOMO and LUMO = 9.872 eV
HOMO = -8.96 eV
LUMO = 0.034 hartree

ORCA input file:
```
! RIJCOSX wB97M-V def2-TZVPD def2/J DEFGRID3
* xyz 0 1
C -1.30 -1.01 -1.71
C -1.20 -1.06 -0.36
C -0.54 1.23 -1.60
C -1.05 0.16 -2.39
C -0.84 0.11 0.32
C -0.15 1.39 2.25
C 2.05 -0.98 0.60
N -0.46 1.21 -0.30
O -0.73 0.20 1.68
F 1.81 -1.70 -0.46
F 3.38 -0.86 0.65
F 1.70 -1.86 1.55
H -1.59 -1.89 -2.14
H -1.43 -1.99 0.19
H -0.07 2.05 -2.24
H 1.43 -0.05 0.52
H -1.14 0.24 -3.47
H -0.45 2.18 1.63
H 0.88 1.15 2.01
H -0.34 1.46 3.26
*
```



Version ii
A 2-piece molecular cluster, C7H8F3NO overall. Source: OMol25; level of theory: the ωB97M-V functional and the def2-TZVPD basis.

Computed properties:
SMILES = [H]/N=C(\C)C(F)(F)F.c1ccoc1
Gap between HOMO and LUMO = 9.748 eV
HOMO = -8.86 eV
LUMO = 0.032 hartree

ORCA input file:
```
! RIJCOSX wB97M-V def2-TZVPD def2/J DEFGRID3
* xyz 0 1
C -2.40 -0.19 -1.54
C -1.86 0.88 -2.31
C -1.29 -0.69 -0.91
C -0.50 0.85 -2.21
C 2.14 0.44 0.72
C 0.78 0.11 1.35
C 0.75 -1.20 2.22
N -0.28 0.76 1.35
O -0.16 -0.10 -1.35
F 0.48 -2.28 1.40
F 1.96 -1.44 2.77
F -0.11 -1.20 3.21
H -3.36 -0.61 -1.44
H -2.44 1.62 -2.72
H -1.05 -1.50 -0.33
H 2.42 -0.25 -0.06
H 2.14 1.52 0.34
H 2.90 0.46 1.45
H 0.35 1.28 -2.63
H -0.47 1.53 0.68
*
```



Stability check: which of them is most stable? version i.